(1)
{
  "formula": "C34H62BCaFN7O2P2SeSi",
  "method": "wB97M-V/def2-TZVPD",
  "species": ["Ca", "C", "C", "C", "C", "P", "C", "N", "B", "N", "C", "P", "C", "C", "C", "C", "C", "C", "C", "C", "C", "C", "C", "C", "C", "C", "C", "C", "C", "C", "H", "H", "H", "H", "H", "H", "H", "H", "H", "H", "H", "H", "H", "H", "H", "H", "H", "H", "H", "H", "H", "H", "H", "H", "H", "H", "H", "H", "H", "H", "H", "H", "H", "H", "H", "H", "H", "H", "H", "H", "H", "H", "H", "H", "N", "N", "C", "N", "N", "N", "O", "O", "H", "H", "H", "H", "H", "F", "C", "C", "C", "C", "C", "C", "H", "H", "H", "H", "C", "Si", "C", "C", "Se", "H", "H", "H", "H", "H", "H", "H", "H", "H"],
  "xyz": [[-0.96626, -1.73599, 1.19515], [1.49614, -0.67873, -5.64937], [0.85792, 0.59904, -5.09825], [1.95996, 1.63308, -4.81548], [-0.03649, 1.18809, -6.19057], [-0.08474, 0.45412, -3.45672], [0.83895, -0.90959, -2.54240], [1.54572, -0.45949, -1.36220], [0.97956, -0.28355, -0.02501], [2.12894, 0.26189, 0.70724], [2.16563, 0.73829, 2.07214], [0.97296, 2.12176, 2.44244], [1.40513, 2.36300, 4.26744], [0.57026, 1.30546, 5.00657], [0.95683, 3.73549, 4.77359], [2.87582, 2.15408, 4.64293], [1.61650, 3.59273, 1.45224], [3.02117, 4.07972, 1.80216], [0.60927, 4.73971, 1.61604], [1.58683, 3.20910, -0.03649], [3.25802, 0.29211, -0.09197], [4.56820, 0.65537, 0.17760], [5.51835, 0.55599, -0.83735], [5.16701, 0.08969, -2.09529], [3.85163, -0.27669, -2.37544], [2.89446, -0.15875, -1.37970], [-1.73641, -0.40218, -3.78644], [-2.34195, -0.65323, -2.39748], [-1.67829, -1.71823, -4.56028], [-2.69473, 0.57328, -4.48432], [1.91483, -0.46999, -6.63936], [2.31857, -1.03128, -5.03019], [0.77788, -1.49264, -5.75384], [2.60014, 1.73961, -5.69746], [1.52375, 2.60640, -4.58531], [2.58948, 1.35118, -3.97198], [0.59421, 1.50432, -7.02754], [-0.75212, 0.46162, -6.57509], [-0.58132, 2.06498, -5.83655], [0.10184, -1.65005, -2.23254], [1.52569, -1.43076, -3.20797], [1.90200, -0.06870, 2.76336], [3.18015, 1.05409, 2.31974], [-0.49826, 1.48483, 4.86810], [0.77912, 0.28781, 4.67057], [0.79082, 1.35554, 6.07800], [-0.07600, 3.95227, 4.49258], [1.01153, 3.74049, 5.86663], [1.59234, 4.54240, 4.40859], [3.19434, 1.12521, 4.47664], [3.54719, 2.81684, 4.09741], [2.99940, 2.35909, 5.71117], [3.07488, 4.49950, 2.80710], [3.75711, 3.27875, 1.71963], [3.31889, 4.86533, 1.09940], [0.56954, 5.14021, 2.62655], [0.89446, 5.55692, 0.94613], [-0.39145, 4.40814, 1.33257], [2.40349, 2.54788, -0.31322], [0.64877, 2.72829, -0.32004], [1.68639, 4.12526, -0.62779], [4.86904, 0.99515, 1.16034], [6.54448, 0.83476, -0.63289], [5.92049, 0.00127, -2.86789], [3.59700, -0.65687, -3.35472], [-1.82360, -1.41671, -1.82463], [-2.35436, 0.27464, -1.82177], [-3.37593, -0.99370, -2.51622], [-1.00354, -2.43884, -4.09519], [-2.66945, -2.18137, -4.57258], [-1.36945, -1.57017, -5.59708], [-2.73251, 1.52756, -3.95316], [-2.43424, 0.77171, -5.52005], [-3.70013, 0.14113, -4.47788], [-1.71296, 1.85789, 0.36948], [-3.08829, 1.67013, 0.22437], [-3.78932, 0.60232, 0.62260], [-5.11702, 0.63422, 0.45692], [-3.09413, -0.41995, 1.15195], [-3.67269, -1.53717, 1.61358], [-1.76411, -3.22797, -0.22930], [-4.88688, -1.67416, 1.56078], [-1.18106, 1.10531, -0.08831], [-1.44377, 1.83788, 1.35183], [-3.57832, 2.43913, -0.20291], [-5.57097, 1.46906, 0.13066], [-5.62769, -0.18255, 0.76763], [-2.00371, -6.17897, -4.83045], [-1.94114, -5.44807, -3.67463], [-0.71432, -5.21103, -3.08967], [-0.65572, -4.46700, -1.92064], [-1.81712, -3.94505, -1.31325], [-3.04483, -4.22165, -1.95076], [-3.10818, -4.96650, -3.11809], [0.18325, -5.60663, -3.54783], [0.29905, -4.27390, -1.44441], [-3.95032, -3.83707, -1.49701], [-4.05536, -5.17456, -3.60022], [-0.55527, -1.93586, 6.98450], [-1.25990, -2.60296, 5.36936], [-1.74610, -4.39327, 5.68394], [-2.84558, -1.64245, 5.04107], [0.23502, -2.46519, 3.71922], [-1.21778, -2.17107, 7.82156], [-0.43687, -0.85203, 6.93863], [0.42485, -2.37080, 7.18658], [-2.45632, -4.47686, 6.51104], [-0.86338, -4.98846, 5.92382], [-2.20177, -4.82298, 4.79053], [-3.51991, -1.69988, 5.90005], [-3.36908, -2.04066, 4.17202], [-2.62410, -0.58891, 4.85301]],
  "gap_ev": 6.3,
  "total_energy_ev": -164429.8325,
  "e_above_lowest_kj_mol": 0.00,
  "largest_force_ev_per_a": 0.54,
  "homo_energy_ev": -4.3,
  "total_charge": -1
}

=====

(2)
{
  "formula": "C4H8O2",
  "method": "wB97M-V/def2-TZVPD",
  "species": ["C", "C", "C", "O", "C", "O", "H", "H", "H", "H", "H", "H", "H", "H"],
  "xyz": [[1.42749, -0.31757, 1.01233], [0.20007, -0.26078, 0.52598], [-0.44816, -1.30756, -0.33337], [-0.60274, 0.79004, 1.00629], [-1.44360, 1.49620, 0.22756], [-1.60301, 1.39775, -0.96205], [1.81613, 0.46790, 1.65041], [2.05548, -1.17281, 0.78945], [0.30215, -2.01293, -0.70919], [-1.14379, -1.85655, 0.30867], [-1.00407, -0.90103, -1.18447], [-1.97881, 2.21713, 0.87185], [0.88435, 0.86288, -1.69254], [1.53851, 0.59732, -1.51093]],
  "gap_ev": 10.6,
  "total_energy_ev": -8370.9724,
  "e_above_lowest_kj_mol": 222.82,
  "largest_force_ev_per_a": 0.86,
  "homo_energy_ev": -9.5,
  "smiles": "C=C(C)OC=O.[H][H]"
}

=====

(3)
{
  "formula": "C9H31FN11O6V",
  "method": "wB97M-V/def2-TZVPD",
  "species": ["V", "F", "C", "C", "C", "O", "C", "N", "H", "H", "H", "H", "H", "H", "H", "H", "H", "H", "H", "C", "O", "N", "N", "H", "H", "H", "H", "C", "O", "N", "N", "H", "H", "H", "H", "C", "O", "N", "N", "H", "H", "H", "H", "C", "O", "N", "N", "H", "H", "H", "H", "C", "O", "N", "N", "H", "H", "H", "H"],
  "xyz": [[0.36005, -0.05600, 0.43711], [1.39727, 1.26782, 1.75568], [-0.90097, 0.68415, -3.81096], [-0.18386, 0.96733, -2.53265], [-0.43916, 2.41623, -2.06120], [0.18503, 2.41109, -0.80374], [0.38473, 3.70176, -0.33789], [-0.55193, -0.05092, -1.57210], [-0.63625, 1.38656, -4.60131], [-1.97814, 0.82289, -3.71831], [-0.63779, -0.27144, -4.26447], [0.89084, 0.89471, -2.69954], [-1.50861, 2.60548, -1.96875], [-0.18194, 3.14021, -2.83438], [1.27925, 3.69849, 0.28492], [-0.41650, 4.07113, 0.30219], [0.55317, 4.44413, -1.11803], [-1.54854, 0.08836, -1.48566], [-0.41375, -0.91912, -2.06933], [0.37140, -1.27354, 3.48376], [0.46295, -1.10029, 2.30495], [1.24750, -0.82925, 4.32076], [-0.68222, -1.71444, 4.00495], [2.06683, -0.34167, 3.98751], [1.06043, -0.97864, 5.30198], [-1.51177, -1.90632, 3.46168], [-0.71827, -1.75930, 5.01330], [-2.33907, -2.25743, 1.02385], [-1.34931, -1.57823, 0.61007], [-3.54403, -2.06401, 0.79851], [-2.08413, -3.33920, 1.70935], [-4.25184, -2.71097, 1.11560], [-3.69525, -1.43293, 0.02457], [-2.86013, -3.81996, 2.14154], [-1.15136, -3.62192, 1.97417], [-2.02718, 1.93231, 1.53935], [-1.31739, 1.08598, 1.09908], [-3.21267, 2.19448, 1.08973], [-1.70071, 2.62025, 2.61010], [-3.49975, 1.60101, 0.32456], [-3.87822, 2.88469, 1.40713], [-2.38046, 3.21534, 3.06166], [-0.78265, 2.44046, 2.99080], [1.52922, -2.81154, -0.95085], [1.03888, -1.91210, -0.30289], [2.76347, -3.18536, -0.89956], [0.79266, -3.37186, -1.87749], [3.34746, -2.77113, -0.18718], [2.97919, -3.93694, -1.53885], [1.27134, -4.09095, -2.40083], [-0.17580, -3.17920, -2.08975], [3.12560, 0.66939, -1.25238], [2.08772, 0.40869, -0.72322], [3.83524, 1.67179, -0.86469], [3.69302, 0.01217, -2.23297], [4.61457, 1.95654, -1.44061], [3.54550, 2.27016, -0.10437], [3.15928, -0.66766, -2.75551], [4.51703, 0.38873, -2.67939]],
  "gap_ev": [9.6, 10.1],
  "multiplicity": 3,
  "total_energy_ev": -66909.6739,
  "e_above_lowest_kj_mol": 99.57,
  "largest_force_ev_per_a": 8.01,
  "homo_energy_ev": [-14.7, -14.7],
  "total_charge": 2
}

=====

(4)
{
  "formula": "C24H25N4O4PRuS",
  "method": "wB97M-V/def2-TZVPD",
  "species": ["Ru", "N", "N", "C", "O", "O", "H", "H", "H", "O", "C", "O", "C", "C", "C", "C", "C", "C", "P", "C", "C", "C", "C", "C", "C", "C", "C", "C", "C", "C", "C", "H", "H", "H", "H", "H", "H", "H", "H", "H", "H", "H", "H", "H", "H", "S", "C", "N", "C", "C", "N", "H", "H", "H", "H", "H", "H", "C", "H", "H"],
  "xyz": [[0.95403, -0.86819, 0.18331], [1.24781, -1.61723, 2.46034], [0.16265, -2.40682, 2.86350], [-0.95218, -2.50268, 1.99247], [-1.99426, -2.90793, 2.50102], [-0.72659, -2.21162, 0.77148], [2.10876, -2.13193, 2.58107], [1.28997, -0.72664, 2.94284], [-0.10819, -2.32758, 3.83060], [2.70310, 2.71989, -0.18416], [1.63338, 2.24050, 0.16313], [1.45391, 1.19869, 0.89263], [0.35574, 2.98312, -0.20642], [0.39570, 4.37339, -0.26645], [-0.77000, 5.10848, -0.40253], [-1.99473, 4.45271, -0.48352], [-2.03486, 3.06965, -0.47640], [-0.86065, 2.32613, -0.35350], [-0.94787, 0.50484, -0.33647], [-1.98002, 0.36931, 1.18437], [-3.28618, -0.09780, 1.21827], [-3.98809, -0.13209, 2.41763], [-3.39563, 0.30408, 3.58917], [-2.08822, 0.77677, 3.56159], [-1.38491, 0.81183, 2.36838], [-2.06386, 0.02902, -1.68648], [-2.49120, -1.30170, -1.68918], [-3.28501, -1.77296, -2.72295], [-3.63490, -0.93523, -3.77484], [-3.17012, 0.37188, -3.79988], [-2.37709, 0.85162, -2.76479], [1.36422, 4.85088, -0.19032], [-0.73094, 6.19124, -0.42480], [-2.91553, 5.01933, -0.55004], [-2.98867, 2.55925, -0.54944], [-3.76309, -0.45092, 0.31424], [-4.99940, -0.51946, 2.43380], [-3.94419, 0.26795, 4.52244], [-1.61408, 1.11508, 4.47505], [-0.37150, 1.19924, 2.33546], [-2.18234, -1.95943, -0.87994], [-3.62088, -2.80242, -2.71425], [-4.25047, -1.30778, -4.58469], [-3.42094, 1.02333, -4.62829], [-2.00049, 1.86525, -2.80458], [1.79488, -2.88392, -0.95101], [3.39660, -2.03150, -0.86489], [4.21422, -2.29706, -2.04103], [5.62896, -2.17258, -1.69107], [5.64031, -2.28173, -0.15562], [4.25057, -2.58866, 0.18677], [3.92642, -1.75873, -2.84325], [6.06818, -1.21989, -2.00534], [6.20295, -2.97643, -2.15729], [5.99772, -1.34212, 0.28299], [6.29472, -3.08384, 0.19030], [3.97988, -2.23266, 1.09228], [2.96297, -0.61442, -0.62206], [2.67535, -0.10467, -1.54044], [3.63406, -0.01480, -0.00920]],
  "gap_ev": [7.0, 6.9],
  "multiplicity": 2,
  "total_energy_ev": -62151.7601,
  "e_above_lowest_kj_mol": 82.40,
  "largest_force_ev_per_a": 1.34,
  "homo_energy_ev": [-4.4, -4.3],
  "total_charge": -1
}

=====

(5)
{
  "formula": "C6H13OS",
  "method": "wB97M-V/def2-TZVPD",
  "species": ["C", "C", "C", "S", "H", "H", "H", "H", "H", "H", "H", "C", "O", "C", "C", "H", "H", "H", "H", "H", "H"],
  "xyz": [[2.54167, 0.81862, 1.63277], [1.85195, -0.38764, 2.36664], [0.70029, -0.95521, 1.50737], [-0.64937, 0.23909, 1.35300], [3.26369, 0.40281, 0.83236], [3.16711, 1.37781, 2.30776], [1.80223, 1.43882, 1.13420], [2.61161, -1.16465, 2.63396], [1.36945, -0.07165, 3.28569], [0.33205, -1.90217, 1.95044], [1.05086, -1.18079, 0.50041], [-2.57053, 0.41063, -1.35937], [-2.87261, -0.72858, -0.50504], [-1.21617, 0.32567, -2.09554], [-1.08633, -0.00621, -3.40733], [-2.47497, 1.31978, -0.76529], [-3.40502, 0.52190, -2.11738], [-2.10855, -0.74710, 0.20491], [-0.34980, 0.63785, -1.51589], [-0.05702, -0.09035, -3.84071], [-1.90055, -0.25862, -4.10295]],
  "gap_ev": 6.8,
  "total_energy_ev": -19315.4777,
  "e_above_lowest_kj_mol": 67.06,
  "largest_force_ev_per_a": 2.31,
  "homo_energy_ev": -3.0,
  "total_charge": -1
}

=====

(6)
{
  "formula": "C8H12ClIO2",
  "method": "wB97M-V/def2-TZVPD",
  "species": ["C", "C", "C", "C", "C", "C", "C", "C", "O", "O", "Cl", "I", "H", "H", "H", "H", "H", "H", "H", "H", "H", "H", "H", "H"],
  "xyz": [[-1.09231, -0.87312, 0.60235], [-1.66397, 0.58245, 0.38966], [0.25542, -0.90058, 1.00856], [-0.54038, 1.46397, -0.05229], [1.07188, -0.12936, -0.61425], [0.90085, -2.25400, 1.28466], [1.28659, -1.22225, -1.63637], [-0.95228, 2.81304, -0.71714], [-1.84848, -1.82053, 0.39599], [0.17128, 0.80146, -0.99642], [-2.11490, 3.63245, 0.39115], [3.01641, 0.75370, 0.22897], [-2.58917, 0.48231, -0.17854], [-2.05417, 1.08196, 1.31348], [0.48558, -0.05106, 1.68267], [0.13810, 1.73344, 0.83153], [0.93659, -2.59155, 2.40107], [1.98187, -2.15474, 0.98126], [0.41863, -3.09238, 0.74938], [2.16418, -1.78843, -1.70749], [1.27425, -0.51882, -2.49844], [0.40787, -1.95037, -1.51059], [-1.53783, 2.46253, -1.61670], [-0.11601, 3.53989, -0.73250]],
  "gap_ev": 9.1,
  "total_energy_ev": -33206.4885,
  "e_above_lowest_kj_mol": 0.00,
  "largest_force_ev_per_a": 4.79,
  "homo_energy_ev": -9.4
}